Model P:
9
Properties=species:S:1:pos:R:3 method="wB97M-V/def2-TZVPD" e_homo_ev=-11.020 total_charge=0 orbital_gap_ev=12.08 smiles="C=CC(F)(F)F" lumo_ha=0.03895
C -0.012 0.567 -0.426
C 0.721 -0.201 0.347
C 2.313 -0.191 0.045
F 2.821 0.773 0.868
F 2.928 -1.323 0.375
F 2.582 0.129 -1.206
H -1.002 0.798 -0.336
H 0.492 1.126 -1.186
H 0.549 -0.860 1.091

Model Q:
9
Properties=species:S:1:pos:R:3 method="wB97M-V/def2-TZVPD" e_homo_ev=-11.035 total_charge=0 orbital_gap_ev=12.10 smiles=F[C@H]1[C@H](F)[C@H]1F lumo_ha=0.03911
F 1.248 -0.503 -1.419
C 0.414 0.307 -0.695
C -0.784 -0.336 -0.080
F -1.957 0.357 -0.046
C 0.331 0.129 0.791
F 1.112 -0.837 1.349
H 0.307 1.304 -1.095
H -0.893 -1.416 -0.221
H 0.223 0.995 1.418

Most favorable structure: model P. The second most favorable one is 93.6 kJ/mol above it.

Model P:
6
Properties=species:S:1:pos:R:3 method="wB97M-V/def2-TZVPD" e_homo_ev="-9.211 / -9.211" total_charge=0 orbital_gap_ev="6.66 / 6.66" lumo_ha="-0.09379 / -0.09383"
C 0.427 -0.338 0.101
N -0.284 0.604 -0.442
O -0.158 -1.257 0.744
I -2.415 -0.840 0.572
I 0.912 2.069 -1.244
H 1.518 -0.237 0.269

Model Q:
6
Properties=species:S:1:pos:R:3 method="wB97M-V/def2-TZVPD" e_homo_ev=-9.695 total_charge=0 orbital_gap_ev=8.94 smiles=[O-][N+]#CI.I lumo_ha=-0.02759
O 0.470 -1.893 -0.171
N -0.347 -1.055 -0.189
C -1.170 -0.335 0.203
I -2.643 1.050 -0.094
I 2.586 1.115 -0.112
H 1.104 1.119 0.363

Most favorable structure: model P. The second most favorable one is 105.3 kJ/mol above it.

Model P:
20
Properties=species:S:1:pos:R:3 method="wB97M-V/def2-TZVPD" e_homo_ev=-6.664 total_charge=0 orbital_gap_ev=7.60 smiles="C=N.CCO.NN" lumo_ha=0.03423
C 0.798 0.153 1.934
N 0.589 -1.100 1.834
H 1.662 0.557 1.431
H 0.217 0.838 2.551
H -0.241 -1.441 2.309
C -0.248 2.497 -0.299
C -1.270 1.383 -0.162
O -0.753 -0.081 -0.413
H -0.747 3.448 -0.488
H 0.338 2.615 0.606
H 0.424 2.306 -1.135
H -2.026 1.477 -0.959
H -1.805 1.399 0.795
H -0.256 -0.084 -1.241
N 0.239 -2.523 -0.552
N 0.935 -2.094 -1.741
H 0.486 -1.964 0.496
H -0.758 -2.448 -0.745
H 0.523 -2.541 -2.558
H 1.894 -2.396 -1.664

Model Q:
20
Properties=species:S:1:pos:R:3 method="wB97M-V/def2-TZVPD" e_homo_ev=-9.468 total_charge=0 orbital_gap_ev=10.44 smiles=NCCNCN.O lumo_ha=0.03562
N 0.222 2.412 -0.215
C 1.215 1.559 0.578
C 0.663 0.160 1.167
N -0.190 -0.507 0.157
C -0.915 -1.659 0.772
N -1.710 -2.417 -0.272
H 0.560 2.233 -1.155
H 0.515 3.358 0.031
H 2.126 1.304 -0.039
H 1.747 2.176 1.434
H 0.061 0.500 2.072
H 1.510 -0.492 1.241
H -0.999 0.131 -0.062
H -0.199 -2.420 1.330
H -1.685 -1.390 1.495
H -2.714 -2.187 -0.124
H -1.522 -2.065 -1.155
O 0.730 0.014 -2.438
H 0.380 -0.508 -3.182
H 0.206 -0.202 -1.636

Most favorable structure: model Q. The second most favorable one is 229.9 kJ/mol above it.

Model P:
8
Properties=species:S:1:pos:R:3 method="wB97M-V/def2-TZVPD" e_homo_ev=-10.753 total_charge=0 orbital_gap_ev=7.57 lumo_ha=-0.11687
C 0.676 -0.873 -0.684
C -1.486 0.166 -0.089
H -2.465 -0.036 -0.534
N -0.544 -1.135 -0.340
N 2.332 0.655 1.915
N 0.988 0.999 0.393
O 1.750 -0.943 -1.300
O -1.251 1.166 0.640

Model Q:
8
Properties=species:S:1:pos:R:3 method="wB97M-V/def2-TZVPD" e_homo_ev=-10.335 total_charge=0 orbital_gap_ev=9.04 smiles="O=c1cnonn1" lumo_ha=-0.04753
O 1.976 0.813 -0.227
C 0.822 0.364 -0.226
C 0.228 -0.894 -0.250
N -0.907 -1.141 0.321
O -1.634 -0.074 0.656
N -1.266 1.253 0.227
N -0.143 1.429 -0.016
H 0.924 -1.751 -0.485

Most favorable structure: model Q. The second most favorable one is 896.1 kJ/mol above it.

Model P:
22
Properties=species:S:1:pos:R:3 method="wB97M-V/def2-TZVPD" e_homo_ev="-19.468 / -17.570" total_charge=+2 orbital_gap_ev="9.90 / 6.59" smiles="C/[NH+]=[NH+]/C(C)(C)NN" lumo_ha="-0.35151 / -0.40337"
C 3.116 -0.087 0.184
N 1.771 -0.005 0.671
N 0.778 0.623 0.256
C -0.741 -0.144 -0.216
C -0.337 -1.152 -1.238
C -1.054 -0.845 1.052
N -1.603 0.878 -0.655
N -2.472 1.500 0.216
H 3.089 -0.107 -0.848
H 3.679 0.700 0.593
H 3.737 -1.016 0.422
H 1.506 -0.783 1.350
H 0.960 1.491 -0.278
H -1.091 -1.802 -1.320
H 0.516 -1.630 -0.873
H 0.040 -0.815 -2.212
H -1.365 -0.062 1.664
H -0.166 -1.397 1.302
H -1.825 -1.619 1.046
H -1.605 1.306 -1.606
H -2.948 2.206 -0.286
H -2.294 1.345 1.189

Model Q:
22
Properties=species:S:1:pos:R:3 method="wB97M-V/def2-TZVPD" e_homo_ev=-17.579 total_charge=+2 orbital_gap_ev=7.95 lumo_ha=-0.35387
C -1.073 -1.247 -0.074
C 0.617 0.639 -1.291
C 1.056 2.290 1.209
C 0.244 0.307 2.275
N -1.308 -1.512 -1.330
N 0.443 0.213 0.020
N -0.792 -2.566 -2.023
N 0.615 0.906 1.021
H -1.692 -0.531 0.371
H -0.481 -2.024 0.491
H -0.507 0.627 -1.699
H 1.098 1.580 -1.562
H 1.097 -0.167 -1.996
H 1.613 2.457 2.095
H 1.808 2.552 0.414
H 0.236 2.947 0.998
H -0.236 -0.692 2.110
H 1.247 0.092 2.851
H -0.542 0.892 2.761
H -1.827 -0.768 -2.015
H -0.638 -3.455 -1.593
H -0.976 -2.539 -3.034

Most favorable structure: model Q. The second most favorable one is 37.0 kJ/mol above it.

Model P:
13
Properties=species:S:1:pos:R:3 method="wB97M-V/def2-TZVPD" e_homo_ev=-8.424 total_charge=0 orbital_gap_ev=8.04 lumo_ha=-0.01430
C 1.025 0.334 0.386
C 1.604 0.539 -0.826
C -2.045 0.598 0.266
C -0.119 -0.556 0.453
S -0.508 -1.669 -0.865
I 3.218 1.764 -1.139
I -0.385 -1.538 2.386
H 1.312 0.795 1.401
H 1.577 -0.088 -1.664
H -1.562 1.515 -0.253
H -2.517 -0.127 -0.332
H -2.408 0.592 1.300
H 0.808 -2.160 -1.113

Model Q:
13
Properties=species:S:1:pos:R:3 method="wB97M-V/def2-TZVPD" e_homo_ev="-8.670 / -7.618" total_charge=0 orbital_gap_ev="7.13 / 5.25" lumo_ha="-0.05667 / -0.08720"
C 0.814 0.521 -1.091
C 1.289 0.009 -2.211
C -0.747 0.393 0.870
C 0.083 -0.323 -0.196
S 0.021 -2.025 -0.427
I 2.499 1.026 -3.604
I 2.860 -0.346 1.264
H 0.846 1.594 -0.891
H 0.975 -0.976 -2.574
H -0.190 1.217 1.440
H -1.745 0.713 0.452
H -0.845 -0.053 1.868
H -1.240 -2.035 0.006

Most favorable structure: model Q. The second most favorable one is 106.0 kJ/mol above it.

Model P:
25
Properties=species:S:1:pos:R:3 method="wB97M-V/def2-TZVPD" e_homo_ev="-7.217 / -7.722" total_charge=0 orbital_gap_ev="6.91 / 7.34" lumo_ha="-0.01120 / -0.01387"
C -1.102 -1.396 0.533
C -1.744 -1.009 1.685
C 1.356 -0.210 -2.191
C -0.905 1.262 2.173
C 0.792 1.028 -1.496
C 0.443 -1.434 -1.624
C -0.595 1.459 0.684
C 1.236 -0.443 0.579
C -1.494 -0.045 2.640
C 0.420 0.596 -0.110
C 0.142 -0.974 -0.199
H -1.636 -2.120 -0.125
H -2.464 -1.784 1.904
H 1.217 -0.096 -3.348
H 2.361 -0.482 -1.889
H 0.023 1.403 2.836
H -1.552 2.054 2.607
H 1.460 1.903 -1.549
H -0.218 1.039 -1.944
H -0.522 -1.353 -2.210
H 1.121 -2.279 -1.690
H -1.657 1.524 0.418
H -0.126 2.397 0.476
H 2.303 -0.479 0.168
H 1.141 -0.560 1.673

Model Q:
25
Properties=species:S:1:pos:R:3 method="wB97M-V/def2-TZVPD" e_homo_ev=-8.788 total_charge=0 orbital_gap_ev=9.88 smiles="C1=CC12CC[C@]13CCC[C@]21C3" lumo_ha=0.04002
C -2.760 -0.582 0.616
C -2.475 -1.082 -0.541
C -1.505 -0.072 -0.033
C -1.435 1.426 -0.506
C 0.112 1.805 -0.495
C 0.851 0.725 0.258
C 2.246 0.255 -0.240
C 1.933 -1.219 -0.634
C 0.676 -1.720 0.154
C -0.064 -0.435 0.507
C 0.357 0.517 1.632
H -3.527 -0.387 1.399
H -2.687 -1.763 -1.382
H -2.043 1.961 0.206
H -1.662 1.431 -1.508
H 0.445 1.969 -1.433
H 0.166 2.760 -0.046
H 2.993 0.164 0.548
H 2.533 0.933 -1.125
H 1.604 -1.112 -1.658
H 2.728 -2.011 -0.537
H 0.124 -2.396 -0.523
H 0.837 -2.414 0.987
H 1.033 0.057 2.364
H -0.483 1.189 1.990

Most favorable structure: model Q. The second most favorable one is 159.3 kJ/mol above it.

Model P:
8
Properties=species:S:1:pos:R:3 method="wB97M-V/def2-TZVPD" e_homo_ev=-9.550 total_charge=0 orbital_gap_ev=9.93 smiles="F/C=C/P" lumo_ha=0.01411
F -0.090 2.362 -1.916
C 0.704 1.734 -1.019
C 0.214 0.498 -0.642
P 0.461 -1.429 0.537
H 1.448 2.333 -0.770
H -0.755 0.040 -1.075
H -0.803 -1.843 0.090
H 0.955 -2.099 -0.533

Model Q:
8
Properties=species:S:1:pos:R:3 method="wB97M-V/def2-TZVPD" e_homo_ev=-8.311 total_charge=0 orbital_gap_ev=8.59 lumo_ha=0.01043
C -0.685 -0.125 0.454
C 0.603 -0.195 -0.333
F -1.209 -2.425 -0.496
P -0.378 -1.943 0.853
H -0.486 0.580 1.353
H -1.543 0.052 -0.096
H 0.657 -0.518 -1.368
H 1.641 0.028 0.057

Most favorable structure: model Q. The second most favorable one is 207.9 kJ/mol above it.